1.
Density functional theory data (wB97M-V/def2-TZVPD) for a molecular structure, C5H7N at a distorted geometry.

Last column: Löwdin charge in e.
Element x y z (Å)
C  -0.92  -0.13  -0.96  -0.198
C  -0.99  1.05  0.04  0.040
C  0.10  0.70  1.00  -0.351
C  0.39  -0.79  0.94  -0.091
C  0.49  -0.51  -0.57  -0.263
N  0.94  0.93  -0.22  0.070
H  -0.99  0.25  -1.99  0.101
H  -1.70  -0.89  -0.84  0.108
H  0.35  1.68  -0.74  0.105
H  0.28  1.35  1.87  0.126
H  -0.41  -1.47  1.28  0.113
H  1.34  -1.05  1.40  0.108
H  1.13  -1.12  -1.22  0.133

## Properties
Orbital gap in eV: 9.33
E_tot in eV: -6783.473
Multiplicity: 1
E_HOMO in eV: -8.38


2.
Density functional theory data (wB97M-V/def2-TZVPD) for a molecular structure, C5H7N at a distorted geometry.

Last column: Löwdin charge in e.
Element x y z (Å)
C  0.08  0.70  -1.81  -0.053
C  0.16  0.07  -0.49  -0.410
C  -0.78  0.26  0.67  -0.139
C  -0.27  -0.60  1.70  -0.130
C  0.77  -1.26  1.14  -0.153
N  1.04  -0.86  -0.18  0.080
H  0.89  0.37  -2.47  0.082
H  -0.86  0.44  -2.32  0.084
H  0.11  1.80  -1.79  0.080
H  -1.84  0.42  0.49  0.119
H  -0.67  -0.71  2.69  0.095
H  1.38  -2.02  1.60  0.098
H  -0.01  1.38  0.78  0.247

## Properties
Orbital gap in eV: 9.70
E_tot in eV: -6786.741
Multiplicity: 1
E_HOMO in eV: -8.90


3.
Density functional theory data (wB97M-V/def2-TZVPD) for a single C5H7N molecule at a distorted geometry.

Last column: Löwdin charge in e.
Element x y z (Å)
C  1.19  0.54  -0.26  -0.260
C  0.65  1.58  -1.49  -0.087
C  -1.66  -1.96  1.22  -0.115
N  1.08  1.94  -0.19  -0.066
C  0.18  -0.29  0.32  -0.025
C  -0.64  -1.06  0.73  -0.085
H  1.89  2.53  -0.04  0.108
H  2.18  0.09  -0.30  0.128
H  -0.39  1.75  -1.72  0.091
H  1.33  1.49  -2.32  0.079
H  -1.58  -2.95  0.75  0.078
H  -1.58  -2.09  2.30  0.075
H  -2.66  -1.57  1.00  0.079

## Properties
Orbital gap in eV: 9.63
E_tot in eV: -6785.005
SMILES string: CC#C[C@H]1CN1
Multiplicity: 1
E_HOMO in eV: -8.51


4.
Density functional theory data (wB97M-V/def2-TZVPD) for a single C5H7N molecule at a distorted geometry.

Last column: Löwdin charge in e.
Element x y z (Å)
C  2.15  0.09  0.09  -0.211
C  1.15  0.91  -0.18  -0.029
C  -1.51  -0.93  -0.31  -0.061
C  -0.43  0.38  -0.49  -0.166
C  -1.48  0.30  0.55  -0.223
N  3.09  -0.71  0.08  0.138
H  1.34  1.92  -0.03  0.055
H  -1.25  -1.97  -0.01  0.098
H  -0.87  0.87  -1.41  0.110
H  -1.15  0.13  1.51  0.072
H  -2.16  -0.83  -1.10  0.042
H  -2.37  0.99  0.41  0.120
H  3.48  -1.13  0.90  0.057

## Properties
Orbital gap in eV: 9.72
E_tot in eV: -6784.603
SMILES string: N=C=CC1CC1
Multiplicity: 1
E_HOMO in eV: -8.67


5.
Density functional theory data (wB97M-V/def2-TZVPD) for a single C5H7N molecule at a distorted geometry.

Last column: Löwdin charge in e.
Element x y z (Å)
C  1.54  -2.17  -0.03  0.056
C  -0.83  -0.40  -0.92  -0.035
C  0.28  0.58  -1.22  -0.061
C  0.25  -0.04  0.09  -0.609
C  -0.19  0.60  1.39  -0.017
N  1.06  -1.12  0.17  -0.043
H  -0.70  -1.46  -1.16  0.112
H  -1.74  0.08  -0.61  0.096
H  1.20  0.16  -1.74  0.140
H  0.10  1.62  -1.23  0.094
H  0.33  1.60  1.74  0.122
H  -0.05  -0.13  2.22  0.091
H  -1.25  0.68  1.31  0.054

## Properties
Orbital gap in eV: 10.95
E_tot in eV: -6785.645
Multiplicity: 1
E_HOMO in eV: -9.95


6.
Density functional theory data (wB97M-V/def2-TZVPD) for a gas-phase ion, C5H7N2 (charge +1) at a distorted geometry.

Last column: Löwdin charge in e.
Element x y z (Å)
C  1.26  0.95  -0.14  -0.152
C  -0.41  -0.31  0.95  0.037
C  -0.48  2.00  1.62  0.146
C  0.73  -0.39  -0.07  -0.272
C  0.20  -0.90  -1.42  -0.018
N  -0.70  0.78  1.45  0.113
N  1.41  2.07  0.01  0.227
H  -0.95  -1.22  1.18  0.169
H  -1.08  2.74  1.11  0.139
H  0.14  2.33  2.44  0.140
H  1.48  -1.09  0.33  0.172
H  -0.44  -0.16  -1.89  0.102
H  -0.36  -1.82  -1.29  0.095
H  1.05  -1.09  -2.08  0.103

## Properties
Total charge: +1
Orbital gap in eV: 11.57
E_tot in eV: -8269.530
SMILES string: C=[N+]=C[C@@H](C)C#N
Multiplicity: 1
E_HOMO in eV: -16.71


7.
Density functional theory data (wB97M-V/def2-TZVPD) for a gas-phase ion, C5H7N2 (charge +1) at a distorted geometry.

Last column: Löwdin charge in e.
Element x y z (Å)
C  1.57  0.96  -0.25  0.052
C  2.27  -0.18  0.30  -0.223
C  0.25  1.08  -0.77  -0.027
C  -2.69  -0.40  0.58  0.187
C  -1.78  -0.55  -0.43  -0.076
N  1.62  -1.06  0.89  0.153
N  -0.82  0.39  -0.56  0.180
H  2.13  1.77  -0.56  0.090
H  3.38  -0.11  0.16  0.137
H  0.11  1.90  -1.44  0.140
H  -3.53  -0.96  0.68  0.058
H  -2.49  0.35  1.27  0.077
H  -2.03  -1.29  -1.22  0.155
H  2.01  -1.89  1.35  0.097

## Properties
Total charge: +1
Orbital gap (alpha / beta) in eV: 7.41 / 7.20
E_tot in eV: -8266.963
Multiplicity: 1
E_HOMO (alpha / beta) in eV: -14.02 / -14.03


8.
Density functional theory data (wB97M-V/def2-TZVPD) for a gas-phase ion, C5H7N2 (charge +1) at a distorted geometry.

Last column: Löwdin charge in e.
Element x y z (Å)
C  -1.25  -1.28  -0.25  -0.007
C  -2.14  -0.15  -0.08  0.038
C  0.03  -1.09  0.13  0.077
C  1.79  0.82  -0.38  -0.028
C  0.57  0.32  0.40  -0.275
N  -0.43  1.38  0.01  0.138
N  -1.60  1.07  -0.05  0.095
H  -1.54  -2.35  -0.44  0.155
H  -3.24  -0.45  0.01  0.173
H  1.86  0.53  -1.35  0.046
H  2.60  0.43  0.23  0.093
H  1.84  2.00  -0.38  0.147
H  0.82  0.52  1.55  0.218
H  0.70  -1.76  0.59  0.129

## Properties
Total charge: +1
Orbital gap (alpha / beta) in eV: 7.47 / 7.46
E_tot in eV: -8266.996
SMILES string: C[C@@H]1C=CC=[N+]=N1
Multiplicity: 1
E_HOMO (alpha / beta) in eV: -14.77 / -14.77


9.
Density functional theory data (wB97M-V/def2-TZVPD) for a gas-phase ion, C5H7N2O (charge +1) at a distorted geometry.

Last column: Löwdin charge in e.
Element x y z (Å)
C  1.38  -0.70  0.00  0.003
C  1.88  0.42  -0.49  0.013
C  -0.03  -0.95  0.15  -0.087
C  -1.44  1.31  -0.30  0.023
C  -0.54  0.48  0.59  -0.124
N  -0.04  1.61  -0.21  0.065
N  1.03  1.39  -0.94  -0.177
O  1.19  1.98  -1.97  0.225
H  2.06  -1.63  0.06  0.182
H  2.90  0.58  -0.60  0.134
H  -0.44  -1.40  -0.74  0.143
H  -0.31  -1.63  0.90  0.114
H  -2.08  0.88  -1.20  0.191
H  -1.99  2.11  0.09  0.102
H  -0.42  0.55  1.73  0.192

## Properties
Total charge: +1
Orbital gap (alpha / beta) in eV: 9.43 / 9.43
E_tot in eV: -10313.396
SMILES string: O=[N+]1C=CC[C@@H]2CN21
Multiplicity: 1
E_HOMO (alpha / beta) in eV: -15.72 / -15.72


10.
Density functional theory data (wB97M-V/def2-TZVPD) for a gas-phase ion, C5H7N2O2S (charge +1) at a distorted geometry.

Last column: Löwdin charge in e.
Element x y z (Å)
C  -1.06  1.15  -1.73  -0.388
C  -0.90  0.72  -2.90  -0.135
C  -1.50  1.98  -0.65  -0.234
C  0.02  -0.20  0.64  -0.470
C  0.95  -0.17  1.90  -0.058
N  1.07  -2.18  0.16  -0.193
N  0.34  -1.23  -0.21  0.026
O  -0.69  0.21  -3.92  0.279
O  1.45  -3.04  -0.56  0.100
S  0.18  1.40  -0.47  1.269
H  -1.58  3.02  -1.03  0.138
H  -2.09  1.41  0.01  0.092
H  -0.97  -0.19  0.94  0.095
H  0.81  0.77  2.32  0.047
H  2.01  -0.43  1.65  0.108
H  0.59  -1.00  2.68  0.150
H  1.36  -2.22  1.16  0.174

## Properties
Total charge: +1
Orbital gap in eV: 8.62
E_tot in eV: -23195.173
Multiplicity: 1
E_HOMO in eV: -13.89


11.
Density functional theory data (wB97M-V/def2-TZVPD) for a molecular structure, C5H7N2O3 at a distorted geometry.

Last column: Löwdin charge in e.
Element x y z (Å)
C  -1.81  -0.85  -0.22  -0.493
C  -0.61  -1.31  0.12  -0.114
C  -1.96  0.66  -0.13  -0.368
C  0.25  -2.53  -0.11  -0.107
C  -0.31  2.51  -0.14  -0.084
N  0.44  0.22  0.28  -0.087
N  -0.69  1.15  0.16  -0.128
O  -2.75  -1.60  -0.52  -0.062
O  -2.87  1.44  -0.39  0.043
O  0.92  0.26  1.58  -0.118
H  0.00  -3.02  -1.14  0.100
H  0.20  -3.18  0.84  0.078
H  1.27  -2.21  -0.14  0.031
H  -0.40  3.23  0.64  0.056
H  0.66  2.48  -0.76  0.105
H  -1.03  2.97  -0.81  0.061
H  0.35  -0.35  2.10  0.088

## Properties
Total charge: -1
Orbital gap in eV: 7.21
E_tot in eV: -14418.017
Multiplicity: 1
E_HOMO in eV: -3.33


12.
Density functional theory data (wB97M-V/def2-TZVPD) for a gas-phase ion, C5H7N2OS (charge +1) at a distorted geometry.

Last column: Löwdin charge in e.
Element x y z (Å)
C  1.58  0.90  0.67  -0.325
C  2.18  -0.62  -1.04  -0.299
C  0.53  0.03  0.44  -0.252
C  -1.59  1.38  -0.18  -0.176
C  -0.99  0.01  0.68  -0.206
N  0.95  -0.74  -0.62  0.034
N  -1.58  -1.17  -0.02  0.038
O  -1.86  1.47  -1.32  0.131
S  3.02  0.62  -0.17  1.164
H  1.50  1.72  1.44  0.118
H  2.57  -1.11  -1.92  0.117
H  -1.85  2.10  0.64  0.128
H  -1.11  0.22  1.79  0.152
H  -1.06  -1.98  0.35  0.088
H  0.26  -1.47  -0.90  0.177
H  -2.56  -1.37  0.16  0.109

## Properties
Total charge: +1
Orbital gap in eV: 8.84
E_tot in eV: -21153.088
Multiplicity: 1
E_HOMO in eV: -13.29


Short version: energy relative to the best compared isomer or geometry (same formula, charge and spin) = 5.039 1.772 3.507 3.909 2.868 3.248 5.815 5.782 5.235 4.776 4.912 1.556 eV, in the order given.